# 1
147
Properties=species:S:1:pos:R:3:forces:R:3 method="wB97M-V/def2-TZVPD" spin_multiplicity=1 homo_ev=-9.32 smiles="CCCCCCCCCCCCC[C@@](C#N)([C@H](Br)CC)[C@H](C#N)CCCCCOC(C)=O.COC[C@@H](C)N.COC[C@@H](C)N.COC[C@@H](C)N.COC[C@@H](C)N"
C -3.1540 -2.6630 3.7276 0.43 0.45 0.26
C -2.0299 -2.8266 2.5739 -0.37 -0.50 0.04
C -2.6253 -2.9016 1.0718 -0.12 -0.11 0.86
C -3.0789 -1.4527 0.5277 0.60 0.16 -0.50
C -2.3279 -1.0034 -0.8436 0.75 -1.04 0.27
C -0.8418 -0.3740 -0.5600 -0.86 -0.51 -0.90
C -0.3254 0.4953 -1.8155 -0.62 0.08 0.52
C 0.6364 1.7325 -1.4302 -0.53 0.69 -1.10
C 1.6927 1.9299 -2.6287 -0.13 -0.06 -0.70
C 2.9902 0.9659 -2.5650 -0.07 -0.52 0.26
C 3.0523 -0.0063 -1.2792 1.29 -0.51 0.03
C 4.2492 -1.1083 -1.5180 -0.63 0.52 -1.24
C 3.6870 -2.6183 -1.5487 0.75 0.83 -0.78
C 3.5746 -3.3416 -0.1162 -1.61 -0.56 -0.03
C 2.1932 -2.8446 0.5928 -2.77 0.14 3.01
N 1.2313 -2.5919 1.2953 5.37 -1.35 -4.15
C 3.3526 -4.9339 -0.3736 -1.34 -0.28 0.37
Br 5.0007 -5.8048 -1.1582 -0.90 0.77 0.51
C 2.0589 -5.2576 -1.3007 -0.84 -1.49 0.64
C 0.9657 -6.0459 -0.3644 0.06 1.69 0.69
C 4.7675 -3.0050 0.9083 1.01 0.76 0.80
C 5.1379 -4.1736 1.9285 -1.43 -3.21 2.17
N 5.1402 -5.0988 2.7157 0.27 5.19 -4.30
C 4.4452 -1.6892 1.8228 0.62 -0.21 0.71
C 5.7739 -1.0570 2.5038 -0.69 0.97 0.06
C 5.3369 -0.4622 3.9517 -0.05 -0.12 -0.52
C 4.3123 0.7936 3.8050 -0.22 -0.33 0.57
C 3.3079 0.7551 5.0774 -0.79 -0.81 -1.20
O 3.9642 1.0719 6.3390 0.24 2.57 -1.38
C 4.4508 2.4161 6.3679 3.82 0.82 1.98
C 3.6536 3.6455 5.7064 -0.50 -1.19 -0.02
O 5.5578 2.6374 6.9593 -4.97 -1.14 -2.44
H -3.3242 -3.6718 4.2780 0.04 1.82 -1.03
H -4.1479 -2.2130 3.3421 1.58 -0.98 0.52
H -2.7400 -1.9018 4.4969 -0.77 -1.35 -1.05
H -1.2889 -1.9581 2.6785 -0.94 -1.35 -0.40
H -1.4695 -3.8194 2.7783 -0.72 1.72 -0.32
H -1.8283 -3.4127 0.4209 -1.17 0.95 0.70
H -3.5538 -3.5938 1.1089 1.52 1.04 -0.13
H -2.7800 -0.6740 1.3378 -0.91 -1.19 -1.28
H -4.2087 -1.4684 0.3208 1.66 0.24 0.56
H -2.1500 -1.9840 -1.4339 -0.41 1.56 0.68
H -2.9692 -0.3323 -1.5153 0.87 -0.71 1.18
H -0.1452 -1.2874 -0.4771 -0.95 1.62 0.49
H -0.9049 0.2481 0.4056 0.41 -0.90 -1.46
H -1.2597 0.9516 -2.3238 1.50 -0.74 0.63
H 0.1625 -0.2122 -2.5884 -0.62 1.15 1.20
H 1.0922 1.6823 -0.3818 -0.57 -0.17 -1.59
H -0.0424 2.6772 -1.4361 1.19 -1.58 0.23
H 2.0076 3.0389 -2.7831 -0.44 -1.89 0.56
H 1.1285 1.6526 -3.6082 0.93 0.56 1.63
H 3.0402 0.2712 -3.4966 -0.23 1.28 1.45
H 3.9586 1.5809 -2.5668 -1.37 -0.84 -0.03
H 3.3628 0.5788 -0.3399 -0.91 -0.67 -1.31
H 2.0840 -0.5975 -1.0913 1.33 1.20 -0.24
H 5.1520 -0.9367 -0.8352 -1.38 -0.40 -0.83
H 4.6264 -0.8872 -2.5970 -0.44 -0.54 1.84
H 2.6654 -2.5680 -2.1009 1.62 -0.21 1.26
H 4.3782 -3.2081 -2.2746 -1.09 0.64 1.66
H 3.1703 -5.5180 0.6137 0.68 1.33 -1.59
H 2.2929 -5.9979 -2.1596 -0.02 1.66 1.29
H 1.5122 -4.3281 -1.6816 1.10 -1.27 0.37
H 0.0924 -6.4747 -0.9653 1.46 0.40 0.81
H 0.5218 -5.2147 0.3203 0.58 -1.52 -1.01
H 1.4621 -6.7949 0.3546 -0.80 0.85 -1.45
H 5.7198 -2.7370 0.3053 -1.58 -0.78 0.89
H 3.7526 -2.0111 2.6977 0.93 0.52 -1.74
H 3.9559 -0.8475 1.2160 0.49 -1.63 0.75
H 6.0923 -0.1478 1.8694 -0.26 -1.46 0.81
H 6.6641 -1.7767 2.5533 -1.42 0.89 0.12
H 4.7435 -1.3046 4.4911 1.31 1.41 -0.67
H 6.2712 -0.1407 4.5628 -1.75 -0.65 -0.95
H 4.8853 1.7918 3.7231 -0.85 -1.56 0.25
H 3.6457 0.7260 2.8647 1.06 -0.10 1.42
H 2.9374 -0.3434 5.1609 0.71 1.93 0.10
H 2.3484 1.3800 4.9105 1.67 -0.70 0.30
H 3.8908 3.6750 4.5746 -0.42 0.03 1.91
H 3.9451 4.6265 6.2169 -0.23 -1.69 -0.74
H 2.5267 3.4446 5.8464 1.72 0.49 -0.34
C 1.4978 -0.7869 -8.9717 0.01 -0.23 -0.34
C 2.6107 -0.1203 -8.1687 -0.38 0.18 0.14
C 2.4522 -0.2688 -6.6406 0.22 0.19 0.02
O 1.4441 0.5568 -6.0629 0.18 -0.42 -0.07
C 0.1204 0.0824 -6.2506 -0.05 0.39 0.12
N 2.7060 1.2904 -8.5666 0.10 0.01 0.33
H 0.5799 -0.1967 -9.0021 0.12 0.00 0.11
H 1.8143 -0.9187 -10.0121 -0.01 0.07 0.17
H 1.2589 -1.7768 -8.5734 -0.01 0.06 0.00
H 3.5475 -0.6165 -8.4462 0.00 0.07 0.13
H 3.3919 0.0485 -6.1736 -0.13 0.09 -0.01
H 2.3030 -1.3164 -6.3511 -0.16 -0.05 -0.09
H 0.0641 -1.0089 -6.2081 0.04 0.00 -0.09
H -0.2791 0.4525 -7.1959 -0.12 -0.21 -0.05
H -0.5029 0.4934 -5.4530 0.14 -0.03 0.04
H 3.5199 1.7033 -8.1138 -0.03 -0.03 -0.17
H 1.9173 1.7807 -8.1420 0.08 -0.09 -0.17
C -3.1783 3.0232 0.2921 -0.07 -0.24 -0.32
C -2.4851 2.7143 1.6157 -0.04 0.43 -0.06
C -3.0897 3.4581 2.8251 0.24 -0.08 0.14
O -2.7625 4.8428 2.8937 -0.28 -0.35 0.02
C -3.5062 5.6649 2.0087 0.34 0.22 0.02
N -1.0489 2.9894 1.4763 0.02 0.06 0.31
H -2.8756 3.9813 -0.1361 0.00 -0.02 0.15
H -2.9240 2.2587 -0.4510 0.02 0.06 0.13
H -4.2659 3.0232 0.4040 0.06 0.03 0.00
H -2.6104 1.6412 1.8002 0.03 0.07 0.12
H -2.6722 3.0137 3.7359 0.04 0.13 -0.07
H -4.1757 3.3161 2.8835 -0.05 0.06 -0.16
H -4.5395 5.3238 1.8995 0.03 -0.07 -0.04
H -3.0096 5.7117 1.0382 -0.24 0.04 -0.15
H -3.5174 6.6787 2.4156 0.01 -0.11 0.11
H -0.5729 2.6766 2.3213 -0.01 -0.06 -0.13
H -0.9296 4.0037 1.4921 -0.04 -0.16 -0.11
C -0.3735 9.5372 -2.4366 0.23 0.33 -0.11
C -1.6692 9.4603 -1.6345 0.05 -0.40 -0.20
C -1.7058 8.2990 -0.6185 -0.27 0.06 0.02
O -1.9024 7.0093 -1.1965 0.24 0.29 0.29
C -0.7430 6.4541 -1.7971 -0.30 -0.24 -0.15
N -2.8031 9.3982 -2.5661 -0.12 -0.18 0.26
H -0.3317 8.8125 -3.2521 -0.09 0.00 0.13
H -0.2767 10.5261 -2.8975 -0.08 -0.15 0.07
H 0.4997 9.3868 -1.7959 -0.04 -0.03 -0.03
H -1.7481 10.3920 -1.0633 -0.08 -0.12 0.06
H -2.5662 8.4577 0.0418 0.01 -0.10 -0.12
H -0.8189 8.2999 0.0270 0.13 -0.03 -0.12
H 0.1668 6.7037 -1.2440 -0.01 0.09 -0.03
H -0.6656 6.7822 -2.8347 0.25 0.02 0.01
H -0.8548 5.3674 -1.8088 -0.06 0.06 0.11
H -3.6685 9.4609 -2.0321 0.07 0.11 -0.11
H -2.8261 8.4545 -2.9556 0.06 0.20 -0.03
C -6.2666 -5.4849 4.3013 -0.10 0.28 0.30
C -6.8934 -5.6961 2.9264 0.38 -0.24 0.04
C -7.1069 -7.1800 2.5596 -0.05 0.09 -0.27
O -5.9188 -7.8830 2.2051 -0.36 0.07 0.27
C -5.1130 -8.2681 3.3069 0.22 -0.03 -0.33
N -6.0780 -5.0027 1.9214 -0.10 -0.21 -0.21
H -5.1874 -5.6498 4.3096 -0.11 -0.06 -0.11
H -6.4229 -4.4514 4.6292 0.03 -0.14 -0.11
H -6.7217 -6.1388 5.0502 0.04 0.00 -0.05
H -7.8817 -5.2232 2.9482 0.02 -0.10 -0.10
H -7.7444 -7.2170 1.6688 0.16 -0.02 0.01
H -7.6490 -7.7157 3.3484 0.11 0.02 0.14
H -5.7128 -8.5562 4.1746 -0.02 0.10 0.02
H -4.4230 -7.4634 3.5652 -0.01 -0.04 0.25
H -4.5101 -9.1262 3.0018 -0.14 0.03 -0.06
H -6.5575 -5.0494 1.0237 0.03 0.12 0.09
H -5.2347 -5.5605 1.7766 -0.09 0.15 0.09

***

# 2
58
Properties=species:S:1:pos:R:3:forces:R:3 method="wB97M-V/def2-TZVPD" spin_multiplicity=1 homo_ev=-8.08 smiles="CC[C@H](SC1=N/C(=C/c2ccccc2OC)C(=O)N1c1ccccc1)C(=O)Nc1cc(C)on1" relative_energy_ev=2.2955
C -3.7065 -1.5069 3.2401 0.17 -0.07 -0.04
H -4.3982 -2.3447 3.1890 -0.13 -0.06 0.03
H -3.5837 -1.2230 4.2821 -0.06 0.04 0.09
C -2.3566 -1.8850 2.6403 -0.22 0.08 0.17
C -2.5178 -2.3310 1.1907 0.49 0.05 0.00
C -3.1885 -1.3054 0.2733 0.14 -0.18 0.17
O -4.1687 -1.5923 -0.3755 -0.29 -0.08 -0.15
N -2.5976 -0.0856 0.2942 0.19 0.30 0.23
C -2.9629 0.9923 -0.4751 -0.31 0.73 -0.57
N -2.1932 2.0579 -0.5045 0.52 -0.83 0.77
O -2.7967 2.9537 -1.3296 -0.60 0.36 -0.55
C -3.9403 2.4277 -1.8038 -0.09 -0.70 0.31
C -4.1080 1.1733 -1.2954 0.13 0.49 -0.17
H -4.8955 0.4717 -1.4613 -0.18 -0.09 -0.09
C -4.7614 3.2441 -2.7292 0.25 0.10 0.10
H -4.1910 3.4815 -3.6258 -0.03 0.02 -0.08
H -5.0417 4.1819 -2.2526 -0.07 0.05 -0.01
H -5.6566 2.6960 -3.0054 -0.04 -0.01 -0.02
H -1.6887 0.0072 0.7758 -0.19 -0.18 -0.04
H -3.1431 -3.2295 1.1476 0.08 0.15 -0.09
S -0.9452 -2.9662 0.4732 -0.28 -0.40 -0.18
C 0.1775 -1.6468 0.5740 -0.51 0.56 0.37
N -0.0733 -0.4881 1.0985 -0.04 -0.57 0.09
C 1.0251 0.3228 0.8447 0.06 0.87 0.33
C 1.0946 1.6097 1.2490 0.07 -0.97 -0.15
C 2.2026 2.5006 0.9755 0.23 0.23 -0.30
C 2.7554 3.1651 2.0805 0.11 0.02 -0.14
C 3.9174 3.8932 1.9822 0.01 0.03 0.19
C 4.5575 3.9910 0.7521 -0.10 -0.05 -0.07
C 3.9915 3.4175 -0.3624 -0.06 -0.11 -0.06
C 2.7949 2.6957 -0.2845 0.01 0.36 0.20
O 2.2962 2.3286 -1.4865 0.49 -0.13 0.13
C 0.9470 1.9794 -1.6672 -0.42 0.04 -0.17
H 0.7939 0.8983 -1.5765 -0.02 0.10 -0.02
H 0.6976 2.2820 -2.6858 -0.01 -0.03 0.08
H 0.2817 2.4834 -0.9616 0.07 -0.05 -0.10
H 4.4468 3.5175 -1.3349 0.04 0.03 -0.12
H 5.4830 4.5394 0.6638 0.08 0.06 -0.03
H 4.3343 4.3715 2.8551 0.03 0.03 0.08
H 2.2703 3.0469 3.0388 -0.06 0.00 0.10
H 0.3121 1.9676 1.9065 -0.14 -0.02 -0.01
C 2.0354 -0.4745 0.1246 0.65 0.23 0.01
O 3.1526 -0.2056 -0.2428 -0.18 -0.06 -0.05
N 1.4215 -1.7358 -0.0033 -0.06 0.04 0.03
C 2.0057 -2.8543 -0.6308 0.25 -0.37 -0.23
C 1.9373 -4.1087 -0.0372 0.05 0.16 0.02
C 2.5212 -5.1929 -0.6659 -0.01 -0.08 -0.04
C 3.1846 -5.0285 -1.8701 0.03 -0.08 0.00
C 3.2657 -3.7729 -2.4481 0.00 0.01 -0.01
C 2.6755 -2.6825 -1.8360 -0.08 0.03 0.04
H 2.7411 -1.7015 -2.2794 0.00 0.08 -0.01
H 3.7881 -3.6392 -3.3832 0.04 0.01 -0.07
H 3.6429 -5.8776 -2.3543 0.04 -0.07 -0.04
H 2.4641 -6.1680 -0.2062 0.00 -0.08 0.04
H 1.4388 -4.2320 0.9119 0.01 -0.01 0.09
H -1.9213 -2.7111 3.2076 0.07 0.03 -0.06
H -1.6717 -1.0390 2.6996 -0.03 -0.16 0.04
H -4.1457 -0.6691 2.7040 -0.10 0.11 -0.01

***

Number 1: F_max 6.919 eV Å⁻¹. Number 2: F_max 1.245 eV Å⁻¹.